The following is a quantum chemistry calculation of a cluster of 14 separate species, C35H68Br26N5O2S2 in total in a non-equilibrium geometry, from the OMol25 dataset.

Cartesian coordinates (Å):
Br  -2.2723  -7.1955  0.0317
Br  0.3386  -4.6730  -0.1789
Br  -1.6776  3.1885  5.4689
Br  7.0761  0.5839  -2.0426
Br  -3.7199  -7.6079  3.6291
Br  -1.3711  -2.3098  -7.0197
Br  4.4836  3.1799  -1.4525
Br  6.8779  0.8906  2.3936
Br  -2.9718  5.2053  8.6679
Br  0.4302  -4.3566  3.9076
Br  9.3992  3.4960  1.7777
Br  1.5712  1.6304  4.6875
Br  7.1499  -2.8375  -2.5898
Br  3.4408  -5.9721  2.5389
Br  -5.8959  -8.8288  0.9272
Br  1.2045  3.5977  -5.8760
Br  5.3881  -4.8884  -5.1169
Br  -2.3011  7.1283  5.5918
Br  -3.0781  0.0989  -4.8076
Br  0.7141  -3.7901  -12.0158
Br  -5.6586  2.5425  5.0080
Br  4.6882  3.4537  -7.0431
Br  -1.7710  5.9466  -5.8587
Br  2.3861  -1.9698  -9.2706
Br  -7.8710  5.3383  5.9676
Br  -2.4384  4.2765  -2.6409
S  -1.3134  1.0525  2.2280
S  -2.9006  3.3375  1.2422
O  -4.2946  -2.8076  -1.6602
O  -5.0555  -1.7370  -2.2330
N  -1.2888  1.8979  -0.3175
N  -3.2465  -3.4800  0.2728
N  -2.4116  -4.4777  2.1985
N  -2.6880  -2.1039  2.0268
N  0.0590  1.4522  -2.0109
C  -6.3446  -7.7592  2.4860
C  6.3453  3.1023  -0.8681
C  -2.5913  -0.5557  3.9658
C  -5.2430  4.4329  5.2744
C  9.6241  1.7026  2.5002
C  -1.8406  2.1644  0.9624
C  1.0213  3.4955  4.5730
C  -5.2594  -6.7632  2.7896
C  0.1211  3.8763  5.7169
C  -2.8840  0.4808  2.9001
C  -2.7621  -3.3618  1.5175
C  0.0748  -2.3082  -10.9325
C  -3.4554  -1.7897  -5.1170
C  -2.1130  1.6603  -1.4114
C  -2.1868  -2.5820  -5.2795
C  -6.0101  5.0107  6.4296
C  7.2428  2.5184  -1.9260
C  0.5130  -6.5984  0.0841
C  -1.6340  6.5743  8.3232
C  0.0268  1.7833  -0.7176
C  -1.2462  1.3757  -2.4435
C  -1.2099  5.7325  -3.0417
C  -1.7996  6.6782  -4.0561
C  -3.6899  -2.3313  -0.4925
C  1.1683  -1.3166  -10.6386
C  3.9840  3.7878  -5.2598
C  3.0563  -4.0861  2.7966
C  -0.4946  -7.3350  -0.7515
C  2.7861  2.9231  -4.9685
C  -2.1164  -1.8994  3.3794
C  -2.1774  7.6773  7.4568
C  4.7178  -3.4757  -3.9639
C  2.3056  -3.8349  4.0739
C  5.7035  -2.3539  -3.7997
C  8.7258  0.7197  1.8024
H  0.4736  3.5027  6.6729
H  -2.5043  -5.2921  1.5942
H  -3.4321  -0.6574  4.6443
H  9.0109  -0.3016  2.0436
H  -4.1748  4.4699  5.4735
H  -2.8345  6.9207  -3.8419
H  -0.2733  -8.3988  -0.7834
H  -2.3342  -2.7050  4.0691
H  -4.4035  -1.7576  0.1005
H  -2.1242  -1.5131  1.4131
H  -1.3589  6.9594  9.3021
H  -1.2150  7.5941  -4.1077
H  -0.2842  5.2714  -3.3726
H  2.7005  -4.3838  4.9217
H  -3.4909  0.1099  2.0827
H  6.6213  4.1350  -0.6678
H  -3.1847  1.6611  -1.3992
H  -4.9002  -6.2618  1.8953
H  -4.1025  -1.8415  -5.9858
H  6.1664  -2.0549  -4.7341
H  -3.4508  1.2896  3.3512
H  -1.0446  6.2462  -2.0965
H  -3.2974  -4.3975  -0.1522
H  -7.2701  -7.2480  2.2317
H  -2.3995  -3.6474  -5.2237
H  3.7644  4.8487  -5.2008
H  7.0367  2.9108  -2.9163
H  5.2227  -1.4911  -3.3427
H  -1.5058  8.5325  7.4600
H  1.7708  -1.0852  -11.5101
H  0.5482  3.6267  3.6049
H  4.0252  -3.5923  2.8233
H  1.5271  -6.8476  -0.2214
H  2.9188  1.8933  -5.2809
H  -1.4340  -2.3229  -4.5415
H  9.4344  1.7648  3.5662
H  0.0071  4.9581  5.7690
H  2.2917  -2.7720  4.3044
H  -1.5433  1.1063  -3.4452
H  -1.4777  -4.4355  2.6124
H  -6.5227  -8.4469  3.3054
H  4.7990  3.5499  -4.5806
H  6.3586  2.5366  0.0578
H  8.2858  2.6982  -1.6749
H  -0.3512  -2.7398  -10.0326
H  -1.7682  -0.1876  4.5764
H  0.4030  -6.7820  1.1482
H  -5.6049  -6.0220  3.5068
H  8.7209  0.8460  0.7239
H  3.8139  -3.1147  -4.4497
H  4.4621  -3.9430  -3.0220
H  -0.7798  6.0745  7.8791
H  -4.0022  -2.1250  -4.2392
H  -3.1693  7.9968  7.7571
H  1.9460  4.0676  4.6057
H  -0.5666  -6.9520  -1.7636
H  0.7485  -0.3984  -10.2338
H  -6.0113  4.3625  7.2992
H  10.6682  1.4502  2.3311
H  -0.7120  -1.8409  -11.5200
H  -5.6022  5.9815  6.7002
H  2.5072  -3.7586  1.9205
H  -2.8297  -1.6914  -0.7281
H  -1.0394  -1.8288  3.2643
H  2.5399  2.9459  -3.9102
H  0.8706  1.9166  -0.0622
H  -5.4548  4.9333  4.3355
H  -4.5286  -0.9296  -2.1021

Forces on atoms 1 to 6 (eV/Å):
-0.2 -0.2 -0.2
0.0 0.1 0.1
0.0 -0.2 0.0
0.0 0.1 0.0
0.0 0.0 -0.1
0.1 0.1 0.0

As for the spin multiplicity: 1. The net charge is +1. The value obtained for the HOMO-LUMO gap is 7.488 eV. The total energy is -1891711.49429 eV. The highest occupied orbital energy comes out at -10.55 eV.

Mulliken atomic charge list, values in e, 99 entries: atom 1 (Br): -0.05, atom 2 (Br): -0.16, atom 3 (Br): -0.01, atom 4 (Br): -0.08, atom 5 (Br): -0.10, atom 6 (Br): -0.13, atom 7 (Br): -0.18, atom 8 (Br): -0.13, atom 9 (Br): -0.12, atom 10 (Br): -0.05, atom 11 (Br): -0.15, atom 12 (Br): -0.16, atom 13 (Br): -0.17, atom 14 (Br): -0.12, atom 15 (Br): -0.14, atom 16 (Br): -0.13, atom 17 (Br): -0.13, atom 18 (Br): -0.15, atom 19 (Br): -0.10, atom 20 (Br): -0.13, atom 21 (Br): -0.15, atom 22 (Br): -0.14, atom 23 (Br): -0.15, atom 24 (Br): -0.12, atom 25 (Br): -0.15, atom 26 (Br): 0.02, atom 27 (S): 0.04, atom 28 (S): -0.08, atom 29 (O): -0.31, atom 30 (O): -0.36, atom 31 (N): 0.69, atom 32 (N): 0.17, atom 33 (N): 0.20, atom 34 (N): 0.00, atom 35 (N): -0.52, atom 36 (C): -0.58, atom 37 (C): -0.07, atom 38 (C): -0.92, atom 39 (C): 0.25, atom 40 (C): -0.54, atom 41 (C): -0.37, atom 42 (C): -0.60, atom 43 (C): -0.41, atom 44 (C): -0.45, atom 45 (C): -0.74, atom 46 (C): 0.50, atom 47 (C): -0.35, atom 48 (C): -0.41, atom 49 (C): -0.64, atom 50 (C): -0.65, atom 51 (C): -0.60, atom 52 (C): -0.62, atom 53 (C): -0.66, atom 54 (C): -0.45, atom 55 (C): -0.44, atom 56 (C): -0.35, atom 57 (C): -0.49, atom 58 (C): -0.61, atom 59 (C): -0.58, atom 60 (C): -0.62, atom 61 (C): -0.12, atom 62 (C): -0.50, atom 63 (C): -0.60, atom 64 (C): -0.29, atom 65 (C): -0.84, atom 66 (C): -0.61, atom 67 (C): -0.62, atom 68 (C): -0.54, atom 69 (C): -0.55, atom 70 (C): -0.51, atom 71 (H): 0.41, atom 72 (H): -0.22, atom 73 (H): 0.45, atom 74 (H): 0.35, atom 75 (H): -0.48, atom 76 (H): 0.36, atom 77 (H): 0.41, atom 78 (H): 0.62, atom 79 (H): 0.44, atom 80 (H): 0.15, atom 81 (H): 0.36, atom 82 (H): 0.38, atom 83 (H): 0.23, atom 84 (H): 0.40, atom 85 (H): 0.60, atom 86 (H): 0.39, atom 87 (H): 0.80, atom 88 (H): 0.11, atom 89 (H): 0.42, atom 90 (H): 0.41, atom 91 (H): 0.28, atom 92 (H): 0.37, atom 93 (H): 0.16, atom 94 (H): 0.37, atom 95 (H): 0.41, atom 96 (H): 0.41, atom 97 (H): 0.41, atom 98 (H): 0.28, atom 99 (H): 0.38